Entry 1:
19
Properties=species:S:1:pos:R:3:mulliken_charge:R:1 method="wB97M-V/def2-TZVPD" e_homo_ev=-8.97 relative_energy_kj_mol=451.6
C -1.916 -0.200 -1.052 -0.892
C -1.174 -1.174 -0.281 0.564
C 0.821 -1.894 0.969 -1.076
C 0.670 1.808 0.598 -0.552
H -1.378 0.732 -1.234 0.203
H -2.400 0.316 -0.190 0.255
H -2.661 -0.520 -1.803 0.296
H 0.782 -0.236 -0.572 0.575
H 0.550 -2.867 0.771 0.347
H 1.866 -1.649 0.840 0.372
H 0.404 -1.792 1.947 0.328
H 1.009 2.096 -1.556 0.231
H 2.394 1.584 -0.878 0.224
H 0.592 0.616 1.184 0.175
H 1.158 2.793 1.649 0.257
H -0.397 1.987 0.299 0.227
N 0.221 -1.030 -0.099 -0.264
N 1.296 1.461 -0.817 -0.673
O -1.839 -2.031 0.225 -0.599

---

Entry 2:
19
Properties=species:S:1:pos:R:3:mulliken_charge:R:1 method="wB97M-V/def2-TZVPD" e_homo_ev=-8.67 relative_energy_kj_mol=765.4
N -1.284 1.344 0.104 -0.730
C -0.277 0.592 -0.539 0.816
C 0.992 0.976 0.212 -0.950
C 2.219 0.146 -0.289 -0.261
O 2.014 -1.126 -0.071 -0.539
C -0.611 -0.902 -0.465 -0.824
N -2.055 -1.142 -0.451 -0.558
H -1.431 2.208 -0.425 0.268
H -0.544 -1.402 2.804 0.018
H -0.210 0.894 -1.596 0.346
H 1.175 2.054 0.121 0.357
H 0.813 0.794 1.274 0.361
H 2.372 0.412 -1.353 0.289
H 3.071 0.566 0.279 0.296
H -0.130 -1.469 -1.254 0.425
H -0.147 -1.279 0.472 0.150
H -1.088 -0.917 2.756 -0.012
H -2.481 -0.219 -0.249 0.295
H -2.397 -1.529 -1.330 0.252